{"formula": "C3H9NO3", "method": "ωB97M-V/def2-TZVPD", "species": ["O", "C", "N", "C", "C", "O", "H", "H", "H", "H", "H", "H", "H", "O", "H", "H"], "positions_angstrom": [[-0.678, -2.529, 2.005], [0.241, -2.304, 1.229], [0.507, -0.980, 1.085], [1.307, -0.489, -0.051], [0.644, 0.845, -0.799], [-0.061, 1.467, 0.221], [0.885, -3.180, 1.023], [-0.163, -0.266, 1.371], [2.371, -0.219, 0.324], [1.554, -1.286, -0.993], [1.341, 1.491, -1.366], [-0.062, 0.431, -1.448], [-0.618, 2.144, -0.221], [-2.403, 1.868, -1.134], [-2.631, 0.808, -0.992], [-2.234, 2.199, -0.254]], "orbital_gap_ev": 9.79, "homo_ha": -0.3468, "charge": 0, "de_lowest_kj_mol": 309.1, "max_force_ev_per_a": 4.46}